Version P
Computed, not measured: one molecule with the formula C2H6N2S, with wB97M-V/def2-TZVPD.

Geometry as ORCA input:
```
! wB97M-V def2-TZVPD RIJCOSX def2/J DEFGRID3
* xyz 0 1
C 2.11431 -0.56481 -0.27523
N 1.09322 -0.02783 0.65858
N 0.49119 1.10337 -0.10128
C -0.92906 0.87022 -0.07451
S -1.53347 -0.62297 -0.04581
H 2.63227 -1.38918 0.27926
H 2.62209 -0.02008 -0.97791
H 1.49501 -1.22487 -0.92021
H 0.24785 -0.82503 0.69664
H 0.73963 2.14716 0.03997
H -1.40368 1.91835 -0.18749
*
```

Computed properties:
LUMO level: 0.263 eV
SMILES: CNNC=S
HOMO-LUMO gap: 8.69 eV

Version Q
Computed, not measured: one molecule with the formula C2H6N2S, with wB97M-V/def2-TZVPD.

Geometry as ORCA input:
```
! wB97M-V def2-TZVPD RIJCOSX def2/J DEFGRID3
* xyz 0 1
N 2.23925 -0.15603 -0.18068
C 0.93726 -0.70689 0.27872
C -0.23982 0.18125 0.06228
N 0.11918 1.46712 0.04667
S -1.73364 -0.37517 -0.08160
H 2.14545 -0.32204 -1.19354
H 2.94200 -0.88829 0.00045
H 0.93332 -0.98947 1.35141
H 0.59512 -1.60301 -0.28998
H -0.62230 2.23595 -0.10543
H 1.05085 1.54584 0.43478
*
```

Computed properties:
LUMO level: 0.749 eV
SMILES: NCC(N)=S
HOMO-LUMO gap: 9.10 eV

Calculated relative energies: version P 2.822; version Q 0.000, given in eV

Version P
Computed, not measured: a 2-piece molecular cluster, C4H14N3 overall, with wB97M-V/def2-TZVPD.

Geometry as ORCA input:
```
! wB97M-V def2-TZVPD RIJCOSX def2/J DEFGRID3
* xyz 1 1
C 0.34322 2.21681 -1.15932
N -1.11567 2.13181 -0.97803
C -1.56225 1.95429 0.31870
N -2.60252 1.21830 0.63869
H 0.66120 2.92207 -1.91762
H 0.76887 2.49390 -0.18151
H 0.78133 1.26665 -1.46321
H -1.63683 1.53258 -1.63046
H -0.90591 2.48568 1.04357
H -2.69826 1.33104 1.66110
C -0.47823 -1.48919 0.17183
C 0.97546 -1.62957 -0.25848
N 1.75061 -2.18383 0.92507
H -0.97248 -0.75239 -0.49083
H -1.05035 -2.42793 0.11730
H -0.54997 -1.08156 1.19052
H 1.16662 -2.33574 -1.07219
H 1.45370 -0.65477 -0.48652
H 1.91663 -1.45239 1.59317
H 2.57354 -2.65954 0.61953
H 1.18131 -2.88623 1.35871
*
```

Computed properties:
LUMO level: -3.840 eV
HOMO-LUMO gap: 8.12 eV

Version Q
Computed, not measured: C4H14N3 as an isolated structure, with wB97M-V/def2-TZVPD.

Geometry as ORCA input:
```
! wB97M-V def2-TZVPD RIJCOSX def2/J DEFGRID3
* xyz 1 1
C 2.38989 -0.08196 0.68198
C -2.31191 0.75711 -0.09113
C 1.68225 -0.62993 -0.50989
C 0.02270 0.47972 -0.82393
N -1.39291 -1.42835 -0.35948
N -0.67133 -0.09294 1.34323
N -1.11697 -0.07080 -0.00283
H 3.45573 -0.50620 0.64394
H 2.45256 1.10183 0.74031
H 1.85346 -0.48937 1.45902
H -3.00183 0.46827 0.73590
H -2.15123 1.83864 -0.04710
H -3.06093 0.75226 -0.89160
H 1.22314 -1.60660 -0.59903
H 2.10134 -0.43135 -1.40324
H 0.33918 1.47479 -0.48223
H -0.10831 0.33822 -1.87075
H -1.48681 -1.60067 -1.36319
H -0.63666 -1.89485 0.03010
H -0.76325 0.87248 1.66058
H -1.26480 -0.64388 1.89293
*
```

Computed properties:
LUMO level: -2.843 eV
HOMO-LUMO gap: 11.26 eV

Calculated relative energies: version P 0.000; version Q 3.667, given in eV

Version P
Computed, not measured: a 2-piece molecular cluster, C4H14N3 overall, with wB97M-V/def2-TZVPD.

Geometry as ORCA input:
```
! wB97M-V def2-TZVPD RIJCOSX def2/J DEFGRID3
* xyz 1 1
C -0.01785 -0.87558 0.18897
C 0.97360 -1.65935 -0.67085
C 0.77219 -3.16012 -0.50300
N 0.96513 -1.30628 -2.09111
H 0.18985 -1.06520 1.24482
H 0.07728 0.20236 0.02994
H -1.04703 -1.14784 -0.05290
H 1.98571 -1.44700 -0.31567
H 1.53663 -3.69633 -1.06142
H 0.90947 -3.40612 0.55068
H -0.22965 -3.47824 -0.79444
H 1.00783 -0.30134 -2.21816
H 0.09771 -1.60506 -2.52940
N 0.06388 2.58255 1.72989
C -0.67230 2.45368 0.65095
N -1.95510 2.19682 0.67371
H -0.30824 2.33818 2.63691
H 1.06835 2.57517 1.63297
H -0.21094 2.67551 -0.29821
H -2.44287 1.96138 -0.17747
H -2.42782 2.03903 1.55311
*
```

Computed properties:
LUMO level: -4.096 eV
HOMO-LUMO gap: 8.01 eV

Version Q
Computed, not measured: a 2-piece molecular cluster, C4H14N3 overall, with wB97M-V/def2-TZVPD.

Geometry as ORCA input:
```
! wB97M-V def2-TZVPD RIJCOSX def2/J DEFGRID3
* xyz 1 1
N 1.30335 0.98896 -0.16135
C 1.45034 0.96208 1.39811
N 1.49706 2.24920 2.02025
H 0.49159 1.52658 -0.44745
H 2.15092 1.38496 -0.57164
H 0.54693 0.47252 1.75509
H 2.38470 0.48707 1.49207
H 2.22700 2.85959 1.67288
H 0.65055 2.78477 2.10560
C -2.89628 -0.87788 -0.41167
C -1.50816 -1.46419 -0.35670
C -0.56635 -1.13085 -1.29798
N 0.84616 -1.48809 -1.17898
H -2.97235 -0.01450 -1.08992
H -3.69268 -1.64941 -0.64510
H -3.19559 -0.49117 0.60010
H -1.31530 -2.18369 0.43158
H -0.76376 -0.41373 -2.11811
H 0.94971 -2.29666 -0.55694
H 1.23649 -1.70638 -2.13353
H 1.17566 0.00081 -0.50631
*
```

Computed properties:
LUMO level: -3.018 eV
HOMO-LUMO gap: 9.53 eV

Calculated relative energies: version P 0.000; version Q 0.526, given in eV

Version P
Computed, not measured: a 2-piece molecular cluster, C4H14N3 overall, with wB97M-V/def2-TZVPD.

Geometry as ORCA input:
```
! wB97M-V def2-TZVPD RIJCOSX def2/J DEFGRID3
* xyz 1 1
C -1.49543 0.54019 -1.56881
N -0.84369 -2.63424 0.15109
C -0.75366 -1.54984 -0.60004
N -1.72631 -0.73460 -0.86908
H -2.24205 0.65365 -2.35279
H -0.54388 0.44626 -2.08662
H -1.53313 1.37064 -0.87282
H -1.61678 -2.75229 0.78039
H 0.01945 -3.10020 0.39689
H 0.18862 -1.37898 -1.10871
H -2.63745 -0.88712 -0.45419
C 2.10632 0.25862 1.21142
C 1.07455 1.36775 1.22556
N 1.45478 2.50285 0.38362
H 3.07379 0.61309 1.55785
H 1.85176 -0.56535 1.87923
H 2.19875 -0.17040 0.21050
H 0.09697 0.92882 0.94501
H 0.90886 1.70135 2.25172
H 1.67543 2.15573 -0.54241
H 0.63111 3.07778 0.23061
*
```

Computed properties:
LUMO level: -3.731 eV
HOMO-LUMO gap: 8.75 eV

Version Q
Computed, not measured: a 2-piece molecular cluster, C4H14N3 overall, with wB97M-V/def2-TZVPD.

Geometry as ORCA input:
```
! wB97M-V def2-TZVPD RIJCOSX def2/J DEFGRID3
* xyz 1 1
C -1.10673 -1.21754 -0.86222
C -1.60232 0.80632 0.46790
N -1.33890 0.23413 -0.69217
N -2.06333 2.07305 0.43613
N -1.55638 0.12704 1.62089
H -1.68008 0.67183 -1.53657
H -1.65228 2.70272 -0.24012
H -2.41902 2.47819 1.28618
H -0.79059 -0.52014 1.72987
H -2.01371 0.44774 2.45661
H -0.30002 -1.34904 -1.57395
H -2.00612 -1.66665 -1.28340
H -0.85504 -1.68999 0.07994
C 2.84179 -0.63912 -0.81276
C 1.99684 -0.14226 0.35579
H 3.89518 -0.46194 -0.62159
H 2.67959 -1.68536 -1.06597
H 2.67446 -0.04722 -1.71022
H 0.97350 -0.00725 -0.00501
H 2.44722 0.74715 0.79229
H 1.87593 -0.86168 1.17836
*
```

Computed properties:
LUMO level: -3.036 eV
HOMO-LUMO gap: 11.69 eV

Version R
Computed, not measured: a 2-piece molecular cluster, C4H14N3 overall, with wB97M-V/def2-TZVPD.

Geometry as ORCA input:
```
! wB97M-V def2-TZVPD RIJCOSX def2/J DEFGRID3
* xyz 1 1
C -2.28548 0.83065 0.28104
C -0.92843 0.21574 -0.18206
C -1.09459 -1.27544 -0.51851
N -0.36200 0.98736 -1.35548
H -2.64828 0.14029 1.06747
H -2.10015 1.82522 0.72557
H -3.09669 0.82933 -0.42340
H -0.17374 0.30616 0.60420
H -0.24207 -1.76642 -1.02927
H -1.40779 -1.82741 0.39109
H -1.91934 -1.35686 -1.25605
H -0.78468 1.88816 -1.37653
H -0.70952 0.54630 -2.22640
N 2.63903 0.80489 1.22062
C 2.26810 -0.02168 0.24056
N 2.04491 -1.29916 0.40241
H 2.50936 0.48571 2.19172
H 2.57479 1.78993 1.04037
H 1.98372 0.42411 -0.76989
H 1.58285 -1.77045 -0.36110
H 2.14998 -1.75645 1.33363
*
```

Computed properties:
LUMO level: -3.663 eV
HOMO-LUMO gap: 9.56 eV

Calculated relative energies: version P 0.567; version Q 0.000; version R 0.342, given in eV

Version P
Computed, not measured: a 2-piece molecular cluster, C4H14N3 overall, with wB97M-V/def2-TZVPD.

Geometry as ORCA input:
```
! wB97M-V def2-TZVPD RIJCOSX def2/J DEFGRID3
* xyz 1 1
C -0.24081 -1.71512 1.47913
C -0.32103 -2.25913 0.26086
N -0.04328 -1.41567 -0.91867
N -0.60089 -2.31654 2.64296
H 0.11189 -0.69405 1.59218
H -0.58437 -3.28014 0.03516
H -0.78171 -1.49697 -1.62002
H -0.00735 -0.42446 -0.64835
H 0.85070 -1.63330 -1.36709
H -0.71559 -3.32029 2.63191
H -0.16768 -1.97214 3.48626
C 0.64757 3.05942 -2.05940
C 0.31432 1.85951 -1.19010
N 0.02929 2.26643 0.18562
H 1.57890 3.52300 -1.73846
H 0.77295 2.75663 -3.09864
H -0.15854 3.78908 -1.99898
H -0.57453 1.36957 -1.60171
H 1.15569 1.14564 -1.26282
H -0.45981 1.56703 0.73209
H 0.88398 2.50089 0.67723
*
```

Computed properties:
LUMO level: -3.388 eV
HOMO-LUMO gap: 9.49 eV

Version Q
Computed, not measured: a 2-piece molecular cluster, C4H14N3 overall, with wB97M-V/def2-TZVPD.

Geometry as ORCA input:
```
! wB97M-V def2-TZVPD RIJCOSX def2/J DEFGRID3
* xyz 1 1
C -1.72394 1.58280 1.14618
C -1.30233 0.10272 -0.75155
N -1.66995 0.25502 0.50341
N -1.44174 -1.11537 -1.32371
N -0.47774 1.03713 -1.28877
H -2.11777 -0.46740 1.04782
H -1.79805 -1.82293 -0.70059
H -1.52118 -1.21380 -2.32433
H 0.17780 1.37268 -0.60526
H -0.13600 1.06364 -2.22583
H -1.76249 2.28484 0.30244
H -0.82986 1.72141 1.75920
H -2.60585 1.77559 1.74201
C 2.13377 -1.17071 -0.40038
C 2.14463 -0.53797 1.00080
H 2.07805 -2.23873 -0.22420
H 1.36377 -0.75829 -1.03164
H 3.12544 -0.96277 -0.79946
H 1.46031 -1.01734 1.70301
H 1.80226 0.52140 0.95049
H 3.10087 -0.41193 1.52038
*
```

Computed properties:
LUMO level: -3.395 eV
HOMO-LUMO gap: 11.56 eV

Calculated relative energies: version P 0.995; version Q 0.000, given in eV

Version P
Computed, not measured: a 2-piece molecular cluster, C9H13NO2 overall, with wB97M-V/def2-TZVPD.

Geometry as ORCA input:
```
! wB97M-V def2-TZVPD RIJCOSX def2/J DEFGRID3
* xyz 0 1
C -0.76709 -3.94927 1.25758
C -0.62485 -2.55002 1.15404
C 0.61698 -2.02948 0.71555
C 0.79810 -0.61643 0.79286
C -0.07289 0.10134 1.45871
O -0.07303 1.42048 1.92263
C -1.34347 -0.33133 1.89152
C -1.62079 -1.64292 1.70495
H 0.06383 -4.38683 1.83998
H -0.90463 -4.38470 0.23074
H -1.75418 -4.26445 1.50665
H 1.29025 -2.76775 0.31965
H 1.75466 -0.18135 0.46978
H 0.70999 1.80220 1.47065
H -2.06108 0.36975 2.27768
H -2.46779 -2.06513 2.06180
C 1.41139 3.23641 -1.55177
C 0.39384 3.21042 -2.61821
N 0.13411 2.00555 -3.22707
O -0.14645 4.20026 -3.01627
H 1.87181 4.22733 -1.58645
H 2.20199 2.49130 -1.62053
H 0.83530 3.14926 -0.61595
H -0.79931 1.90088 -3.77362
H 0.55330 1.05447 -3.06489
*
```

Computed properties:
LUMO level: 0.573 eV
SMILES: Cc1ccc(O)cc1.CC(N)=O
HOMO-LUMO gap: 8.96 eV

Version Q
Computed, not measured: a 2-piece molecular cluster, C9H13NO2 overall, with wB97M-V/def2-TZVPD.

Geometry as ORCA input:
```
! wB97M-V def2-TZVPD RIJCOSX def2/J DEFGRID3
* xyz 0 1
C 1.31894 3.87384 -0.99924
C 1.07915 2.54008 -1.53499
C 2.08254 1.69599 -2.04715
C 1.85711 0.35360 -1.99609
C 0.61089 -0.17247 -1.65847
O 0.43516 -1.47355 -1.38192
C -0.52381 0.60146 -1.37995
C -0.25649 1.99653 -1.40539
H 1.63566 3.85398 0.05711
H 0.23703 4.40000 -1.09301
H 2.20074 4.31917 -1.72196
H 3.16522 2.02347 -1.91650
H 2.69121 -0.36119 -2.21735
H 1.35951 -1.95846 -1.45868
H -1.53750 0.23342 -1.27749
H -0.94060 2.81340 -1.02454
C -2.66861 -2.98427 3.21952
C -1.32362 -2.39922 2.73024
N -0.67493 -2.82772 1.55849
O -0.93528 -1.46811 3.44976
H -3.11796 -2.21280 3.88587
H -2.50915 -3.79401 3.86141
H -3.23155 -3.26986 2.35999
H 0.07067 -2.31552 1.12668
H -1.02433 -3.46776 0.86367
*
```

Computed properties:
LUMO level: 0.487 eV
SMILES: Cc1ccc(O)cc1.CC(N)=O
HOMO-LUMO gap: 8.67 eV

Version R
Computed, not measured: one molecule with the formula C9H13NO2, with wB97M-V/def2-TZVPD.

Geometry as ORCA input:
```
! wB97M-V def2-TZVPD RIJCOSX def2/J DEFGRID3
* xyz 0 1
C -1.56364 0.41412 2.30515
C -0.41152 0.51209 1.29610
C -0.51788 0.25991 -0.02194
C -1.77856 -0.04665 -0.84655
C 0.83487 0.38964 -1.01514
C 0.68633 -0.70451 -2.07161
N 0.88359 1.64076 -1.73995
O 1.91339 2.26363 -1.71219
O -0.07910 1.99336 -2.36188
C 2.10371 0.17282 -0.18000
C 2.04912 0.48218 1.30750
C 0.89456 0.66421 1.88444
H -1.44861 -0.40764 2.98299
H -2.49053 0.13119 1.84732
H -1.70288 1.36530 2.85689
H -1.70646 -0.73023 -1.56973
H -2.13173 0.87999 -1.22153
H -2.47658 -0.38995 -0.07466
H 0.60430 -1.64385 -1.60374
H 1.46083 -0.61051 -2.84980
H -0.25605 -0.67132 -2.50154
H 2.89443 0.88173 -0.65650
H 2.22231 -0.96821 -0.21640
H 3.00029 0.49949 1.86567
H 0.81124 0.93694 2.96094
*
```

Computed properties:
LUMO level: 0.526 eV
SMILES: CC1=C(C)[C@@](C)([N+](=O)[O-])CC=C1
HOMO-LUMO gap: 9.17 eV

Calculated relative energies: version P 0.000; version Q 0.308; version R 3.456, given in eV